one) # C12H14N2O

The molecule C12H14N2O (ωB97M-V/def2-TZVPD, the Open Molecules 2025 dataset).

XYZ file:
```
29
Properties=species:S:1:pos:R:3:nbo_charge:R:1
O -0.293 -0.939 1.739 -0.36
N -1.688 1.210 -0.571 -0.47
N -0.971 -0.541 0.613 -0.22
C -1.800 2.482 -0.826 0.05
C 1.444 -0.486 -0.811 -0.49
C -0.773 1.708 1.546 -0.29
C -0.489 -1.445 -2.236 -0.67
C 0.312 -2.660 -0.286 -0.30
C -1.402 3.427 0.070 -0.31
C 0.784 -2.650 0.963 -0.11
C -0.921 3.045 1.306 -0.17
C 0.348 -1.449 -1.008 0.30
C 1.101 -1.297 1.495 0.03
C 2.011 -0.484 0.605 -0.44
C -1.064 0.797 0.467 0.31
H -1.304 -0.814 -2.138 0.28
H -0.217 -3.537 -0.715 0.22
H -0.420 1.352 2.440 0.21
H 0.105 -1.026 -3.012 0.21
H 2.048 0.474 1.093 0.23
H 1.065 0.481 -1.179 0.24
H 1.432 -1.196 2.490 0.21
H -1.378 4.464 -0.050 0.21
H -0.738 -2.447 -2.547 0.22
H 2.161 -0.630 -1.694 0.24
H -0.563 3.923 1.863 0.21
H 2.973 -0.867 0.508 0.23
H 0.541 -3.606 1.568 0.23
H -2.306 2.714 -1.695 0.18
```

The orbital gap (spin up / spin down) is 7.07 / 7.07 eV. Its spin multiplicity is 1. As for the total charge: 0. Its highest occupied orbital energy (spin up / spin down) is -7.2 / -7.2 eV.

two) # C12H14N2O

The molecule C12H14N2O (ωB97M-V/def2-TZVPD, the Open Molecules 2025 dataset).

XYZ file:
```
29
Properties=species:S:1:pos:R:3:nbo_charge:R:1
O -3.896 0.049 -0.554 -0.63
N -1.811 0.393 -1.488 -0.62
N 0.414 -0.342 -1.436 -0.46
C -0.553 1.163 0.454 -0.02
C -0.475 0.829 -1.191 0.14
C -1.996 0.826 0.795 -0.53
C -2.707 0.379 -0.499 0.69
C 1.915 -2.244 1.251 -0.18
C 1.421 -1.547 2.322 -0.24
C 1.637 -1.889 -0.060 -0.31
C 0.384 0.003 0.862 -0.08
C 0.893 -0.752 -0.251 0.26
C 1.029 -0.684 -2.659 -0.42
C -0.005 2.496 0.855 -0.61
C 0.620 -0.386 2.160 -0.21
H 0.230 -0.030 3.093 0.22
H 0.469 -1.571 -3.238 0.19
H -2.258 0.087 -2.329 0.42
H -0.278 2.559 1.866 0.22
H -0.539 3.168 0.141 0.22
H 1.180 2.581 0.781 0.23
H 0.934 0.075 -3.468 0.21
H 2.397 -3.065 1.474 0.20
H 1.963 -2.548 -0.789 0.22
H 2.127 -0.902 -2.322 0.22
H -2.287 -0.053 1.475 0.26
H -2.360 1.732 1.214 0.23
H 1.604 -1.861 3.404 0.21
H -0.055 1.536 -1.864 0.19
```

The orbital gap is 8.21 eV. Its spin multiplicity is 1. As for the total charge: 0. Its highest occupied orbital energy is -7.6 eV. Its SMILES is CN1c2ccccc2[C@]2(C)CC(=O)N[C@H]12.

three) # C12H14N2O

C12H14N2O as an isolated structure (ωB97M-V/def2-TZVPD, the Open Molecules 2025 dataset).

XYZ file:
```
29
Properties=species:S:1:pos:R:3:nbo_charge:R:1
O 1.761 0.738 -1.985 -0.44
N -0.067 -0.386 0.914 -0.49
N 1.353 0.237 -0.910 0.17
C 1.101 -0.880 1.046 0.25
C -0.357 0.384 -0.212 0.36
C -3.045 1.397 -0.675 -0.41
C 3.246 -1.238 -0.250 -0.17
C -0.688 1.830 0.189 -0.45
C 1.979 -0.571 -0.083 -0.04
C 2.936 -2.336 1.901 -0.16
C -1.147 -0.129 -1.347 -0.47
C -2.200 2.172 0.347 -0.39
C 1.661 -1.844 1.976 -0.24
C -2.713 -0.060 -0.968 -0.39
C 3.752 -1.970 0.779 -0.25
H -1.133 0.486 -2.328 0.24
H -2.616 1.689 1.266 0.20
H -4.174 1.643 -0.367 0.22
H -2.259 3.292 0.320 0.23
H -2.766 1.736 -1.684 0.19
H 4.762 -2.338 0.568 0.22
H -2.759 -0.677 -0.044 0.21
H -0.249 2.051 1.172 0.24
H 1.093 -2.107 2.822 0.22
H -0.933 -1.211 -1.555 0.24
H -0.406 2.374 -0.668 0.22
H -3.365 -0.421 -1.869 0.23
H 3.907 -0.856 -1.051 0.23
H 3.330 -3.007 2.694 0.23
```

The orbital gap (spin up / spin down) is 7.02 / 7.01 eV. Its spin multiplicity is 1. As for the total charge: 0. Its highest occupied orbital energy (spin up / spin down) is -7.8 / -7.8 eV.

four) # C12H14N2O

The molecule C12H14N2O (ωB97M-V/def2-TZVPD, the Open Molecules 2025 dataset).

XYZ file:
```
29
Properties=species:S:1:pos:R:3:nbo_charge:R:1
O 0.061 -0.937 -1.145 -0.37
N -1.229 -1.530 -1.222 -0.32
N 3.971 -0.956 -0.203 -0.41
C 3.691 1.324 0.369 -0.24
C -2.502 0.790 -0.441 -0.42
C 0.387 -0.112 -0.178 0.24
C 1.840 -0.017 -0.070 -0.27
C -1.806 2.063 0.117 -0.31
C -3.093 2.139 -0.497 -0.40
C -2.010 -1.509 0.070 -0.25
C -1.261 -2.182 1.243 -0.62
C 2.617 -1.106 -0.201 0.05
C 2.359 1.224 0.166 -0.15
C 4.486 0.200 0.038 0.05
C -2.746 -0.296 0.434 0.13
H 4.191 2.297 0.691 0.22
H -0.977 -2.455 -1.431 0.35
H -3.218 2.635 -1.502 0.22
H -1.474 2.051 1.159 0.24
H -0.314 -1.595 1.321 0.22
H 1.863 2.216 0.267 0.23
H -0.847 2.130 -0.476 0.22
H -1.142 -3.224 1.185 0.21
H -1.845 -2.044 2.127 0.24
H -1.957 0.532 -1.354 0.21
H 2.136 -2.107 -0.173 0.20
H -2.854 -2.198 -0.280 0.27
H -3.923 2.484 0.052 0.23
H 5.596 0.185 -0.065 0.20
```

The orbital gap is 8.01 eV. Its spin multiplicity is 1. As for the total charge: 0. Its highest occupied orbital energy is -8.0 eV.

Energy comparison, zero being the most stable, in kcal/mol: one) 93.7; two) 0.0; three) 65.2; four) 196.6.

one) # C2H2N2OS

A 2-piece molecular cluster, C2H2N2OS overall (ωB97M-V/def2-TZVPD, the Open Molecules 2025 dataset).

XYZ file:
```
8
Properties=species:S:1:pos:R:3:nbo_charge:R:1
S 0.199 -0.246 -1.887 -0.01
O -2.494 1.361 -0.741 -0.46
N 1.320 -0.681 0.635 -0.15
N 1.821 -0.532 1.753 -0.36
C -2.671 1.410 -1.885 0.34
C 0.835 -0.593 -0.439 0.15
H -2.083 0.919 -2.723 0.12
H 1.797 -1.265 2.504 0.36
```

The orbital gap (spin up / spin down) is 8.99 / 6.25 eV. Its spin multiplicity is 1. As for the total charge: 0. Its highest occupied orbital energy (spin up / spin down) is -8.9 / -8.2 eV.

two) # C2H2N2OS

The molecule C2H2N2OS (ωB97M-V/def2-TZVPD, the Open Molecules 2025 dataset).

XYZ file:
```
8
Properties=species:S:1:pos:R:3:nbo_charge:R:1
S 1.668 -0.123 -0.321 0.43
O -1.210 -0.013 -0.514 -0.39
N -0.684 1.216 -0.015 -0.10
N 0.592 -1.381 0.154 -0.59
C 0.637 1.251 0.039 -0.16
C -0.642 -1.140 -0.035 0.39
H 1.015 2.123 0.514 0.23
H -1.376 -1.934 0.179 0.19
```

The orbital gap is 9.31 eV. Its spin multiplicity is 1. As for the total charge: 0. Its highest occupied orbital energy is -9.1 eV. Its SMILES is C1=NOC=NS1.

Energy comparison, zero being the most stable, in kcal/mol: one) 57.4; two) 0.0.

one) # C6H31NO10

A 10-piece molecular cluster, C6H31NO10 overall (ωB97M-V/def2-TZVPD, the Open Molecules 2025 dataset).

XYZ file:
```
48
Properties=species:S:1:pos:R:3:nbo_charge:R:1
O -2.560 -2.367 1.429 -0.99
O 0.034 -3.261 1.829 -1.01
O 1.999 1.391 3.725 -0.92
O 0.967 -3.626 -0.543 -0.96
O -2.582 3.212 -0.722 -0.96
O -0.516 0.219 -4.080 -0.95
O -3.049 0.472 -0.322 -0.75
O 0.171 4.249 -1.159 -0.95
O 3.345 -2.495 -2.116 -0.96
O 0.929 -1.322 -1.885 -1.04
N -0.821 -0.399 0.091 -0.70
C -0.463 0.122 2.468 -0.61
C -1.874 -0.052 -0.898 0.06
C 0.493 1.687 0.687 -0.49
C 2.509 1.521 -0.759 -0.42
C -0.626 0.721 1.063 -0.06
C 1.186 1.552 -0.624 -0.14
H -2.069 2.404 -0.741 0.48
H -0.549 0.863 3.261 0.22
H -1.799 -2.680 1.947 0.51
H 1.272 1.608 1.453 0.23
H -1.457 0.510 -1.728 0.19
H 2.620 0.826 3.248 0.46
H 0.523 -3.540 2.603 0.48
H -3.405 3.016 -0.271 0.48
H 2.932 1.483 -1.757 0.19
H 0.660 1.278 -1.529 0.18
H -1.162 -1.266 0.488 0.41
H 2.974 -3.198 -1.577 0.49
H -0.136 -0.307 -3.359 0.48
H -3.344 -0.101 0.394 0.49
H 1.829 -0.968 -1.822 0.49
H 0.553 -0.745 -1.163 0.51
H -3.245 -3.036 1.491 0.48
H 0.391 -0.526 2.620 0.20
H 1.508 0.718 4.211 0.47
H 1.195 -2.709 -0.330 0.50
H -2.185 -1.011 -1.331 0.17
H -0.746 4.532 -1.241 0.49
H -0.020 1.042 -3.998 0.46
H 3.240 1.436 0.037 0.19
H 0.614 4.880 -0.588 0.47
H 0.317 -3.742 1.035 0.51
H -1.594 1.218 1.103 0.19
H 0.181 2.712 0.892 0.25
H -1.359 -0.488 2.597 0.21
H 0.311 -3.476 -1.236 0.50
H 2.805 -2.358 -2.895 0.48
```

The orbital gap is 9.54 eV. Its spin multiplicity is 1. As for the total charge: 0. Its highest occupied orbital energy is -9.5 eV. Its SMILES is C=CC[C@H](C)NCO.O.O.O.O.O.O.O.O.O.

two) # C6H31NO10

A 10-piece molecular cluster, C6H31NO10 overall (ωB97M-V/def2-TZVPD, the Open Molecules 2025 dataset).

XYZ file:
```
48
Properties=species:S:1:pos:R:3:nbo_charge:R:1
O 0.823 1.263 -1.877 -0.96
O 2.109 0.353 2.717 -0.54
O 2.096 2.803 1.112 -0.99
O -2.638 2.740 -1.176 -0.95
O -0.570 2.189 0.191 -1.00
O 1.915 -0.592 -3.532 -0.97
O -1.681 2.410 2.410 -0.95
O -3.631 0.433 2.912 -0.94
O -2.388 -1.633 2.110 -0.94
O -0.759 3.111 -3.568 -0.95
N -0.091 -1.911 -1.914 -0.66
C -1.414 -1.342 -2.245 -0.43
C 1.855 -1.981 2.347 -0.53
C 2.584 -0.705 2.393 0.46
C 0.350 -1.460 -0.567 -0.27
C 1.791 -1.670 -0.219 -0.44
C 2.022 -2.650 1.010 -0.39
H 2.346 2.151 1.779 0.48
H 1.471 -3.552 0.744 0.22
H -1.441 2.528 0.385 0.50
H -2.188 -2.055 -2.382 0.21
H 3.025 -3.105 0.938 0.21
H 1.631 0.767 -2.026 0.50
H -0.779 2.758 2.548 0.48
H 1.224 2.540 0.777 0.50
H 0.110 2.772 -3.808 0.47
H -2.113 -2.270 2.776 0.48
H 1.086 -1.074 -3.453 0.50
H -0.436 2.034 -0.762 0.49
H -3.703 -0.014 2.059 0.47
H -1.211 -0.741 -3.146 0.19
H 2.594 -0.939 -2.939 0.47
H 2.227 -2.354 -0.953 0.21
H 2.194 -2.618 3.197 0.24
H -0.229 -2.034 0.197 0.17
H -2.874 1.892 -0.779 0.47
H -1.616 -1.075 1.966 0.47
H -0.797 3.061 -2.608 0.48
H 0.135 0.735 -2.300 0.47
H 3.636 -0.705 1.969 0.11
H -1.846 -0.687 -1.462 0.19
H 2.494 -0.804 -0.246 0.22
H -2.670 0.483 2.929 0.47
H -3.467 3.231 -1.121 0.48
H 0.835 -1.742 2.596 0.22
H -0.085 -2.926 -1.803 0.36
H 0.104 -0.382 -0.421 0.24
H -2.030 2.767 3.247 0.47
```

The orbital gap is 10.07 eV. Its spin multiplicity is 1. As for the total charge: 0. Its highest occupied orbital energy is -9.9 eV. Its SMILES is CNCCCCC=O.O.O.O.O.O.O.O.O.O.

Energy comparison, zero being the most stable, in kcal/mol: one) 0.0; two) 19.7.

one) # C22H30N4O2

The molecule C22H30N4O2 (ωB97M-V/def2-TZVPD, the Open Molecules 2025 dataset).

XYZ file:
```
58
Properties=species:S:1:pos:R:3:nbo_charge:R:1
O 2.767 -2.881 -1.357 -0.63
O -0.040 3.152 -1.061 -0.65
N -3.110 -0.029 0.162 -0.48
N 2.396 1.586 -0.402 -0.29
N 4.632 -1.869 -0.530 -0.40
N -1.117 1.194 -1.352 -0.60
C 6.693 1.423 1.031 -0.24
C -2.727 -0.426 1.506 -0.21
C 3.292 0.565 -0.345 0.18
C -6.684 -1.393 -0.320 -0.39
C 5.325 -3.136 -0.644 -0.43
C -1.223 -0.273 1.725 -0.61
C -0.011 1.928 -1.091 0.65
C -2.438 1.769 -1.358 -0.23
C 5.383 1.568 0.636 -0.19
C -4.235 -0.758 -0.388 -0.20
C 1.203 1.110 -0.902 0.03
C -5.559 -0.639 0.383 -0.42
C 1.347 -0.235 -1.178 -0.21
C 2.661 -0.584 -0.833 -0.21
C 4.655 0.500 0.098 -0.05
C 2.617 2.954 -0.011 -0.43
C -3.167 1.407 -0.053 -0.23
C 7.318 0.193 0.897 -0.19
C 3.305 -1.867 -0.943 0.67
C 5.292 -0.764 -0.027 0.18
C -7.998 -1.289 0.444 -0.60
C 6.627 -0.881 0.379 -0.25
H -2.986 1.379 -2.220 0.19
H -8.786 -1.833 -0.073 0.21
H 1.719 3.525 -0.242 0.28
H -6.816 -0.988 -1.327 0.19
H -3.950 -1.814 -0.443 0.19
H 4.918 2.529 0.753 0.21
H -0.966 -0.579 2.736 0.21
H -4.386 -0.405 -1.412 0.19
H 7.140 -1.823 0.293 0.22
H 0.633 -0.909 -1.606 0.23
H -4.197 1.785 -0.102 0.18
H -6.405 -2.444 -0.422 0.19
H 7.229 2.265 1.442 0.22
H -7.893 -1.705 1.443 0.20
H -2.335 2.851 -1.452 0.24
H -5.836 0.413 0.478 0.19
H 3.451 3.379 -0.572 0.20
H -1.107 0.201 -1.178 0.41
H -0.672 -0.897 1.025 0.21
H -0.906 0.758 1.588 0.20
H 2.818 3.020 1.061 0.20
H 4.609 -3.843 -1.063 0.26
H -3.267 0.148 2.277 0.17
H 5.649 -3.495 0.334 0.20
H -8.305 -0.249 0.537 0.20
H -2.665 1.915 0.772 0.20
H 6.181 -3.054 -1.315 0.20
H 8.346 0.068 1.201 0.22
H -5.430 -1.041 1.390 0.20
H -2.988 -1.479 1.629 0.20
```

The orbital gap is 8.45 eV. Its spin multiplicity is 1. As for the total charge: 0. Its highest occupied orbital energy is -7.9 eV. Its SMILES is CCCCN(CC)CCNC(=O)c1cc2c(=O)n(C)c3ccccc3c2n1C.

two) # C22H30N4O2

The molecule C22H30N4O2 (ωB97M-V/def2-TZVPD, the Open Molecules 2025 dataset).

XYZ file:
```
58
Properties=species:S:1:pos:R:3:nbo_charge:R:1
O -1.200 2.781 -0.823 -0.65
O 2.224 -2.929 -0.865 -0.63
N 4.021 -1.660 -0.275 -0.40
N -1.892 0.835 -1.711 -0.59
N 1.497 1.582 -0.536 -0.29
N -3.921 -0.272 -0.009 -0.47
C 2.490 0.662 -0.412 0.16
C 2.689 -1.825 -0.634 0.65
C 4.553 1.980 0.177 -0.19
C -4.436 0.654 0.989 -0.21
C 4.612 -0.438 -0.017 0.19
C -2.202 1.162 2.063 -0.61
C -3.265 1.251 -1.849 -0.23
C 3.880 0.779 -0.077 -0.04
C 0.591 -0.411 -1.008 -0.23
C -3.616 0.638 2.280 -0.40
C -2.022 -2.587 0.595 -0.62
C 5.893 2.006 0.492 -0.24
C -0.961 1.617 -1.121 0.66
C -4.336 -1.647 0.231 -0.21
C 1.944 -0.594 -0.693 -0.16
C -4.217 0.154 -1.365 -0.22
C 6.603 0.817 0.563 -0.18
C 5.972 -0.382 0.311 -0.26
C 4.805 -2.876 -0.190 -0.43
C -3.289 -2.655 -0.247 -0.40
C 0.333 0.941 -0.907 0.02
C 1.604 3.002 -0.323 -0.43
H -1.655 -1.565 0.630 0.21
H 6.384 2.947 0.682 0.22
H 4.129 -3.697 -0.427 0.26
H -3.718 -3.658 -0.190 0.20
H 1.965 3.207 0.686 0.20
H -3.488 1.477 -2.899 0.20
H -2.226 -2.910 1.614 0.20
H -1.244 -3.226 0.183 0.22
H -5.305 -1.859 -0.253 0.17
H -2.222 2.177 1.673 0.21
H -1.692 -0.136 -1.879 0.40
H -3.566 -0.376 2.679 0.19
H -4.472 -1.783 1.305 0.20
H 6.553 -1.286 0.369 0.22
H 0.613 3.440 -0.434 0.28
H -4.100 -0.709 -2.026 0.19
H -3.373 2.171 -1.270 0.23
H 5.199 -3.016 0.818 0.20
H 5.622 -2.867 -0.912 0.20
H -5.255 0.514 -1.471 0.18
H -1.647 1.159 2.999 0.21
H -1.678 0.536 1.347 0.21
H -4.388 1.663 0.575 0.20
H -0.078 -1.210 -1.256 0.23
H 2.276 3.452 -1.057 0.20
H 4.023 2.913 0.124 0.21
H -3.043 -2.466 -1.295 0.18
H -5.494 0.439 1.220 0.17
H -4.129 1.261 3.016 0.20
H 7.653 0.824 0.811 0.22
```

The orbital gap is 8.46 eV. Its spin multiplicity is 1. As for the total charge: 0. Its highest occupied orbital energy is -7.9 eV. Its SMILES is CCCN(CCC)CCNC(=O)c1cc2c(=O)n(C)c3ccccc3c2n1C.

Energy comparison, zero being the most stable, in kcal/mol: one) 1.5; two) 0.0.